1.
{"formula": "C24H59N4O9P", "method": "wB97M-V/def2-TZVPD", "species": ["C", "P", "O", "C", "C", "C", "C", "C", "O", "C", "O", "O", "C", "O", "H", "H", "H", "H", "H", "H", "H", "H", "H", "H", "H", "H", "H", "H", "H", "C", "O", "C", "C", "C", "N", "H", "H", "H", "H", "H", "H", "H", "H", "H", "H", "H", "C", "O", "C", "C", "C", "N", "H", "H", "H", "H", "H", "H", "H", "H", "H", "H", "H", "C", "O", "C", "C", "C", "N", "H", "H", "H", "H", "H", "H", "H", "H", "H", "H", "H", "C", "O", "C", "C", "C", "N", "H", "H", "H", "H", "H", "H", "H", "H", "H", "H", "H"], "xyz": [[-1.3317, -3.8383, -0.3490], [-2.5089, -2.6546, -1.0993], [-1.9913, -2.6614, -2.6715], [-1.8980, -1.0331, -0.3933], [-0.4846, -0.5311, -0.6832], [0.6275, -1.2824, 0.0538], [1.9044, -0.4479, 0.2271], [2.8684, -0.5158, -0.9592], [2.1959, -0.8559, -2.1997], [2.3474, 0.0343, -3.1948], [2.2649, 1.2221, -3.0691], [-2.8652, 0.0008, -0.7004], [-3.2577, 0.1745, -1.9877], [-2.5351, 0.4884, -2.8803], [-1.1604, -3.6374, 0.7086], [-1.7190, -4.8484, -0.4849], [-0.3618, -3.7858, -0.8537], [-1.0982, -3.0074, -2.7825], [-2.0024, -1.1833, 0.6870], [-0.3058, -0.5266, -1.7590], [-0.4714, 0.5123, -0.3527], [0.8977, -2.1814, -0.5042], [0.2830, -1.6273, 1.0334], [2.4415, -0.8267, 1.1002], [1.6449, 0.5923, 0.4360], [3.6437, -1.2633, -0.7918], [3.3421, 0.4579, -1.0826], [2.5808, -0.4476, -4.1545], [-4.3440, 0.0503, -2.1021], [-0.0401, -6.2211, 1.9217], [-0.5283, -5.0661, 2.5755], [-1.3098, -5.3060, 3.7311], [-0.5153, -5.6177, 5.0041], [0.0815, -7.0211, 5.0439], [0.5450, -4.6428, 5.2639], [-0.7626, -7.0418, 1.9752], [0.9125, -6.5574, 2.3370], [0.1182, -5.9586, 0.8761], [-1.8608, -4.3763, 3.8978], [-2.0481, -6.0939, 3.5282], [-1.2333, -5.5420, 5.8273], [0.9889, -7.0858, 4.4431], [0.3540, -7.2778, 6.0667], [-0.6269, -7.7679, 4.6807], [0.1435, -3.7189, 5.3876], [1.1251, -4.5706, 4.4328], [-7.6015, 0.2688, 2.5665], [-6.7074, -0.5535, 3.2893], [-6.7471, -1.9294, 2.9692], [-5.9730, -2.3267, 1.7081], [-6.6540, -1.9391, 0.3987], [-4.6076, -1.8028, 1.6900], [-8.5468, -0.2490, 2.3729], [-7.1795, 0.6023, 1.6155], [-7.8009, 1.1462, 3.1804], [-6.2848, -2.4322, 3.8229], [-7.7888, -2.2741, 2.9077], [-5.9019, -3.4196, 1.7310], [-6.5114, -0.8808, 0.1772], [-6.2144, -2.5024, -0.4239], [-7.7258, -2.1451, 0.4269], [-4.0909, -2.1625, 2.4875], [-4.6415, -0.7969, 1.8339], [-0.6986, 6.6425, -4.0204], [-0.4253, 5.2583, -4.0396], [0.6243, 4.8518, -4.8957], [2.0354, 5.0392, -4.3271], [2.5138, 6.4883, -4.3072], [2.1854, 4.4620, -2.9914], [-0.5634, 7.0883, -5.0120], [-0.0717, 7.1805, -3.3044], [-1.7395, 6.7622, -3.7216], [0.4648, 3.7831, -5.0556], [0.5292, 5.3527, -5.8698], [2.7016, 4.4817, -4.9945], [2.0836, 7.0372, -3.4690], [3.5970, 6.5199, -4.1906], [2.2541, 7.0102, -5.2303], [2.0148, 3.4611, -3.0366], [1.4422, 4.8339, -2.4056], [3.7120, 3.6264, -0.1460], [4.5791, 2.5070, -0.0450], [5.8438, 2.6551, -0.6567], [6.8785, 3.4276, 0.1687], [6.6477, 4.9348, 0.2072], [6.9955, 2.9286, 1.5405], [3.8239, 4.1354, -1.1064], [3.8725, 4.3402, 0.6661], [2.6918, 3.2500, -0.0781], [6.2169, 1.6357, -0.7936], [5.7298, 3.1013, -1.6541], [7.8418, 3.2535, -0.3225], [5.8590, 5.1984, 0.9120], [7.5558, 5.4402, 0.5344], [6.3738, 5.3223, -0.7756], [7.2902, 1.9574, 1.5294], [6.0673, 2.9182, 1.9542]], "forces_ev_per_a": [[0.3, 0.1, -0.2], [-0.6, 0.0, -0.1], [0.1, -0.2, 0.1], [0.6, 0.0, 0.0], [-0.1, 0.0, 0.1], [0.1, -0.1, -0.2], [-0.1, -0.2, 0.1], [-0.3, 0.6, 0.4], [0.7, -0.2, -0.3], [-0.1, 0.2, 0.1], [0.2, 0.0, 0.0], [-0.5, -0.4, 0.2], [0.1, 0.3, 0.1], [0.1, -0.1, -0.2], [-0.1, -0.2, 0.0], [-0.1, 0.0, 0.1], [0.0, 0.0, 0.0], [0.1, 0.2, 0.0], [-0.1, 0.1, 0.0], [0.0, 0.1, 0.0], [0.0, 0.0, -0.1], [0.0, 0.0, 0.1], [-0.1, 0.1, 0.0], [0.1, 0.1, 0.0], [0.0, 0.0, 0.0], [-0.2, -0.2, -0.2], [0.1, -0.1, 0.0], [-0.3, -0.1, 0.0], [0.0, 0.1, 0.1], [0.0, 0.1, -0.1], [0.1, -0.1, 0.1], [-0.1, 0.1, 0.0], [0.1, 0.0, 0.0], [0.0, 0.0, 0.0], [-0.1, 0.1, -0.1], [0.0, 0.0, 0.0], [0.0, 0.0, 0.0], [0.0, 0.0, 0.0], [0.0, 0.0, 0.0], [0.0, 0.0, 0.0], [0.0, 0.0, 0.0], [0.0, 0.0, 0.0], [0.0, 0.0, 0.0], [0.0, 0.0, 0.0], [0.0, 0.0, 0.1], [0.0, 0.0, 0.0], [0.0, 0.0, 0.1], [0.0, 0.0, -0.1], [0.0, -0.1, 0.1], [0.0, 0.1, -0.2], [0.0, -0.1, 0.0], [0.2, 0.0, 0.3], [0.0, 0.0, 0.0], [0.0, 0.0, 0.0], [0.0, 0.0, 0.0], [0.0, 0.0, 0.0], [0.0, 0.0, -0.1], [0.0, 0.0, 0.0], [0.0, 0.0, 0.0], [0.0, 0.0, 0.0], [0.0, 0.0, 0.0], [0.0, 0.0, 0.0], [0.0, 0.0, -0.1], [-0.1, 0.0, 0.0], [0.0, 0.0, 0.1], [0.0, -0.1, -0.1], [0.0, 0.1, 0.1], [0.0, 0.0, 0.0], [-0.1, 0.0, -0.1], [0.0, 0.0, 0.0], [0.0, 0.0, 0.0], [0.0, 0.0, 0.0], [0.0, 0.0, 0.0], [0.0, 0.0, 0.0], [0.0, 0.0, 0.0], [0.0, 0.0, 0.0], [0.0, 0.0, 0.0], [0.0, 0.0, 0.0], [0.1, 0.0, 0.0], [0.0, 0.0, 0.0], [0.0, 0.0, -0.1], [0.0, -0.1, 0.1], [0.0, -0.1, -0.1], [0.0, 0.1, 0.1], [0.0, 0.0, 0.0], [0.0, -0.1, 0.0], [0.0, 0.0, 0.0], [0.0, 0.0, 0.0], [0.0, 0.0, 0.0], [0.0, 0.0, 0.0], [0.0, 0.1, 0.0], [0.0, 0.0, 0.0], [0.0, 0.0, 0.0], [0.0, 0.0, 0.0], [0.0, 0.0, 0.0], [0.0, 0.0, 0.0], [0.0, 0.0, 0.0]], "spin_multiplicity": 1, "fmax_ev_per_a": 0.841, "orbital_gap_ha": 0.3247, "charge": 0, "mol_weight_g_mol": 578.73, "energy_ev": -59518.96231}



2.
{"formula": "C24H59NO5P", "method": "wB97M-V/def2-TZVPD", "species": ["C", "C", "P", "C", "N", "C", "C", "C", "C", "C", "C", "C", "C", "O", "C", "H", "H", "H", "H", "H", "H", "H", "H", "H", "H", "H", "H", "H", "H", "H", "H", "H", "H", "H", "H", "H", "H", "H", "H", "H", "H", "H", "C", "C", "C", "O", "H", "H", "H", "H", "H", "H", "H", "H", "C", "C", "C", "O", "H", "H", "H", "H", "H", "H", "H", "H", "C", "C", "C", "O", "H", "H", "H", "H", "H", "H", "H", "H", "C", "C", "C", "O", "H", "H", "H", "H", "H", "H", "H", "H"], "xyz": [[1.7107, -0.8022, 3.0346], [1.2034, 0.6272, 3.2670], [1.2447, 1.6203, 1.7127], [1.1681, 3.2802, 2.5614], [-0.2324, 1.2845, 1.1132], [-0.4688, 1.3798, -0.3060], [0.6345, 0.8705, -1.2445], [0.2382, 0.5089, -2.7114], [-1.2222, 0.6649, -3.1973], [-1.9773, -0.6502, -3.4264], [-2.6267, -1.3174, -2.2139], [-1.6503, -1.9597, -1.2415], [-2.3433, -2.6844, -0.0827], [-3.5234, -2.0621, 0.3823], [-3.2682, -1.0276, 1.3179], [0.9067, -1.4228, 2.6309], [2.5251, -0.8230, 2.3068], [2.0417, -1.2679, 3.9679], [1.7668, 1.1359, 4.0548], [0.1521, 0.5846, 3.5773], [2.1111, 3.4088, 3.1101], [1.1025, 4.0891, 1.8294], [0.3509, 3.3657, 3.2907], [-0.7282, 2.4108, -0.6245], [-1.3776, 0.7979, -0.5136], [1.4393, 1.6099, -1.2691], [1.0801, -0.0073, -0.7637], [0.8743, 1.0945, -3.3827], [0.5253, -0.5334, -2.8891], [-1.8092, 1.3040, -2.5424], [-1.2000, 1.1559, -4.1719], [-1.2934, -1.3748, -3.8851], [-2.7683, -0.4602, -4.1602], [-3.2909, -2.1100, -2.5847], [-3.2699, -0.6099, -1.6871], [-1.0707, -2.7216, -1.7763], [-0.9315, -1.2341, -0.8516], [-2.6230, -3.6945, -0.3935], [-1.6345, -2.7916, 0.7494], [-3.0703, -1.4543, 2.3103], [-4.1603, -0.4064, 1.3629], [-2.4121, -0.3999, 1.0505], [-3.7663, -7.3954, -0.1682], [-2.4768, -7.4027, -0.9752], [-1.6833, -8.6848, -0.7705], [-1.6859, -6.2589, -0.6754], [-3.5417, -7.4612, 0.9002], [-4.3168, -6.4706, -0.3383], [-4.4054, -8.2393, -0.4337], [-2.7166, -7.2948, -2.0347], [-1.4000, -8.7876, 0.2809], [-0.7702, -8.6678, -1.3653], [-2.2682, -9.5622, -1.0514], [-1.4512, -6.2888, 0.2580], [-0.1188, 6.9679, 3.9295], [0.0679, 6.9903, 5.4366], [0.1563, 5.5864, 6.0087], [-0.9788, 7.7356, 6.0699], [-1.0475, 6.4519, 3.6715], [-0.1762, 7.9829, 3.5338], [0.6984, 6.4399, 3.4372], [0.9781, 7.5408, 5.6822], [-0.7664, 5.0379, 5.8003], [0.2910, 5.6178, 7.0908], [0.9799, 5.0267, 5.5643], [-1.8050, 7.2810, 5.8763], [0.2512, -1.0780, -6.8816], [-0.9696, -0.3273, -7.3906], [-0.8789, -0.0391, -8.8823], [-1.1675, 0.8714, -6.6491], [1.1530, -0.4785, -7.0378], [0.1602, -1.2729, -5.8137], [0.3795, -2.0277, -7.4041], [-1.8653, -0.9184, -7.1914], [-0.0069, 0.5874, -9.0916], [-1.7668, 0.4932, -9.2242], [-0.7799, -0.9607, -9.4582], [-0.3890, 1.4255, -6.7690], [6.1744, 0.7232, 4.0031], [4.9847, 1.3932, 3.3296], [5.3314, 1.9496, 1.9612], [4.4618, 2.4184, 4.1786], [6.9823, 1.4468, 4.1537], [5.8886, 0.3283, 4.9787], [6.5615, -0.0962, 3.3948], [4.1734, 0.6730, 3.2253], [6.1099, 2.7169, 2.0514], [4.4479, 2.3963, 1.5052], [5.6982, 1.1644, 1.2979], [5.1466, 3.0878, 4.2753]], "forces_ev_per_a": [[-0.3, 0.0, 0.2], [0.0, -0.2, 0.1], [0.2, 0.2, -0.1], [0.3, 0.2, 0.4], [-0.2, -0.2, -0.2], [-0.2, 0.0, 0.1], [0.0, -0.1, -0.1], [0.1, 0.1, 0.2], [0.1, -0.2, -0.1], [-0.1, 0.0, 0.1], [0.0, -0.2, -0.1], [0.2, 0.0, 0.2], [0.1, -0.2, 0.1], [0.0, 0.1, 0.0], [0.1, 0.0, 0.0], [0.1, 0.0, -0.1], [0.1, 0.0, 0.1], [0.1, -0.1, 0.0], [0.1, 0.0, -0.1], [0.0, 0.1, 0.0], [0.0, 0.1, 0.0], [-0.1, 0.0, 0.0], [-0.1, 0.0, -0.2], [0.0, 0.0, -0.1], [-0.1, 0.0, -0.1], [0.0, -0.1, 0.0], [-0.1, 0.0, 0.0], [0.0, 0.0, 0.0], [0.0, 0.0, 0.0], [0.0, 0.1, 0.2], [0.0, 0.1, 0.1], [0.0, 0.0, -0.1], [0.0, 0.0, 0.0], [-0.1, 0.1, 0.1], [0.0, 0.1, 0.0], [0.1, 0.1, 0.0], [-0.1, 0.0, -0.1], [-0.1, 0.1, -0.1], [0.0, 0.0, 0.0], [0.0, 0.0, 0.0], [0.0, 0.0, 0.1], [0.0, 0.0, 0.0], [0.0, 0.1, 0.0], [-0.1, 0.0, 0.1], [0.1, 0.0, 0.0], [0.0, 0.0, -0.1], [0.0, 0.0, 0.0], [0.0, 0.0, 0.0], [0.0, 0.0, 0.0], [0.0, 0.0, 0.0], [0.0, 0.0, 0.0], [0.0, 0.0, 0.0], [0.0, 0.0, 0.0], [0.0, 0.1, 0.0], [0.0, 0.1, 0.0], [0.0, -0.1, -0.1], [0.0, 0.0, 0.1], [0.1, 0.0, 0.0], [0.0, -0.1, 0.0], [0.0, 0.0, 0.0], [0.0, 0.0, 0.0], [0.0, 0.0, 0.0], [0.0, 0.0, 0.0], [0.0, 0.0, 0.0], [0.0, 0.0, 0.0], [-0.1, 0.0, 0.0], [0.0, 0.0, 0.1], [0.1, -0.1, 0.0], [0.0, 0.1, 0.0], [-0.1, 0.0, -0.2], [0.0, 0.0, 0.0], [0.0, 0.0, 0.0], [0.0, 0.0, 0.0], [0.0, 0.0, 0.0], [0.0, 0.0, 0.0], [0.0, 0.0, 0.0], [0.0, 0.0, 0.0], [0.0, 0.0, 0.1], [0.0, 0.0, 0.0], [0.1, 0.0, 0.0], [0.0, 0.1, 0.0], [0.0, -0.1, 0.0], [0.0, 0.0, 0.0], [0.0, 0.0, 0.0], [0.0, 0.0, 0.0], [-0.1, 0.0, 0.0], [0.0, 0.0, 0.0], [0.0, -0.1, 0.0], [0.0, 0.0, 0.0], [0.0, 0.1, 0.0]], "spin_multiplicity": 1, "fmax_ev_per_a": 0.544, "de_lowest_ev": 0.000, "orbital_gap_ha": 0.1802, "charge": -1, "mol_weight_g_mol": 472.71, "energy_ev": -46860.73481}



- What is the charge in the first record?
  0



- Look up the charge of the second one.
  -1



- Number 2 is which compound?
  C24H59NO5P